96
Properties=species:S:1:pos:R:3:forces:R:3:lowdin_charge:R:1 method="wB97M-V/def2-TZVPD" orbital_gap_ev=7.176 molar_mass_g_mol=971.621 multiplicity=1 smiles="CNCC1=C(S(C)(=O)=O)C(=O)C=CC1=O.O=C1OC[C@@H](F)O1.O=C1OC[C@@H](F)O1.O=C1OC[C@@H](F)O1.O=C1OC[C@@H](F)O1.O=C1OC[C@@H](F)O1.O=C1OC[C@@H](F)O1.O=C1OC[C@@H](F)O1" e_tot_ha=-4195.43748
C -1.537 -2.183 1.554 -0.096 -0.003 0.106 -0.12
N -2.827 -2.118 0.864 0.316 -0.115 -0.051 -0.08
C -2.836 -1.355 -0.382 -0.145 0.037 0.104 -0.18
C -3.518 -0.014 -0.184 -0.410 -0.057 -0.255 -0.08
C -4.828 0.250 -0.382 0.394 -0.055 0.423 -0.11
S -5.928 -1.056 -0.979 0.362 0.013 -0.292 0.66
C -7.533 -0.734 -0.365 -0.026 0.117 0.225 -0.12
O -5.497 -2.297 -0.397 -0.024 -0.095 0.133 -0.30
O -5.883 -0.914 -2.410 -0.147 0.088 -0.071 -0.29
C -5.362 1.635 -0.184 0.049 -0.109 -0.076 -0.35
O -6.532 1.924 -0.300 0.032 -0.079 -0.031 0.12
C -4.389 2.706 0.142 0.317 0.196 -0.002 0.04
C -3.099 2.457 0.352 -0.188 0.132 -0.050 0.03
C -2.602 1.073 0.296 0.074 -0.259 0.148 -0.32
O -1.478 0.787 0.654 -0.023 0.194 -0.111 0.11
H -0.686 -2.070 0.874 0.043 0.002 -0.026 0.07
H -1.443 -3.151 2.048 -0.045 0.040 0.020 0.08
H -1.452 -1.411 2.325 0.034 0.014 -0.128 0.07
H -3.155 -3.053 0.673 -0.192 0.089 0.010 0.10
H -1.815 -1.177 -0.734 -0.006 0.118 0.005 0.11
H -3.362 -1.899 -1.161 0.010 -0.076 0.041 0.11
H -7.474 -0.653 0.725 -0.148 -0.128 -0.267 0.05
H -7.930 0.173 -0.800 -0.051 -0.002 -0.081 0.07
H -8.100 -1.616 -0.667 -0.006 0.001 0.087 0.09
H -4.801 3.707 0.178 -0.045 -0.042 0.048 0.13
H -2.371 3.226 0.579 -0.037 -0.017 0.059 0.13
O 4.863 0.455 0.929 -0.025 0.054 0.081 0.17
C 3.800 0.705 0.463 -0.058 0.002 -0.033 -0.57
O 2.777 -0.171 0.360 -0.031 -0.011 0.075 0.06
C 1.620 0.535 -0.108 -0.122 -0.076 -0.062 -0.06
C 2.242 1.738 -0.784 -0.043 -0.019 0.129 -0.30
F 1.471 2.854 -0.671 0.019 0.007 0.128 0.07
O 3.436 1.914 -0.039 0.119 -0.053 -0.227 0.14
H 1.008 0.829 0.739 -0.028 0.111 -0.050 0.10
H 1.037 -0.087 -0.776 0.186 -0.138 -0.035 0.11
H 2.496 1.590 -1.829 -0.068 0.095 -0.040 0.14
O -8.251 -0.472 2.853 0.133 0.067 0.073 0.18
C -7.197 -0.236 3.345 -0.075 0.114 -0.088 -0.55
O -6.001 -0.521 2.778 0.025 0.008 -0.113 0.05
C -4.963 0.046 3.583 0.005 0.101 -0.092 -0.04
C -5.655 0.184 4.925 -0.054 -0.025 -0.026 -0.30
F -5.241 1.267 5.617 -0.025 0.075 -0.073 0.08
O -7.012 0.359 4.548 0.001 -0.192 0.189 0.14
H -4.698 1.034 3.197 -0.007 0.013 0.062 0.14
H -4.094 -0.598 3.575 0.006 -0.187 -0.014 0.14
H -5.580 -0.695 5.568 0.064 0.052 0.071 0.18
O 1.709 -0.746 6.732 -0.020 -0.041 -0.022 0.18
C 2.023 -0.273 5.692 -0.022 -0.049 -0.077 -0.55
O 3.217 -0.430 5.086 -0.011 -0.041 -0.006 0.08
C 3.148 0.152 3.775 0.071 0.022 -0.031 -0.05
C 2.025 1.148 3.954 0.044 -0.061 0.013 -0.29
F 1.301 1.329 2.816 -0.093 -0.087 0.121 0.06
O 1.215 0.529 4.934 0.010 0.162 0.117 0.13
H 2.890 -0.618 3.047 -0.099 0.051 -0.027 0.14
H 4.086 0.627 3.522 0.080 -0.124 0.073 0.10
H 2.342 2.127 4.315 0.015 0.037 -0.094 0.17
O 5.219 2.303 4.243 0.048 0.197 0.055 0.17
C 6.383 2.229 4.459 0.027 -0.009 -0.128 -0.53
O 7.162 1.179 4.129 0.023 -0.053 -0.003 0.08
C 8.523 1.517 4.406 0.066 0.013 0.007 -0.04
C 8.366 2.617 5.440 -0.062 -0.033 -0.081 -0.31
F 9.331 3.559 5.351 -0.017 0.032 -0.093 0.08
O 7.118 3.185 5.083 -0.063 -0.042 0.217 0.14
H 8.992 1.908 3.502 0.037 0.044 0.029 0.15
H 9.063 0.645 4.761 -0.115 -0.058 0.031 0.14
H 8.311 2.269 6.472 0.092 0.045 0.024 0.17
O 3.636 -0.217 -2.741 -0.106 0.030 -0.047 0.18
C 3.496 -0.053 -3.911 -0.050 -0.286 0.004 -0.55
O 4.039 -0.810 -4.870 0.174 0.060 -0.140 0.08
C 3.511 -0.399 -6.141 -0.050 0.003 -0.104 -0.03
C 3.080 1.024 -5.845 -0.050 -0.147 0.060 -0.29
F 1.973 1.396 -6.530 -0.057 -0.047 0.039 0.08
O 2.756 0.950 -4.464 0.188 0.246 0.120 0.11
H 2.655 -1.024 -6.393 -0.035 0.030 -0.006 0.13
H 4.273 -0.485 -6.908 0.110 0.008 0.112 0.15
H 3.850 1.784 -5.988 -0.051 0.043 -0.067 0.17
O -1.747 -0.602 -6.686 -0.014 -0.036 0.003 0.20
C -1.540 -0.037 -5.671 -0.047 -0.017 0.139 -0.54
O -2.301 0.954 -5.148 -0.042 0.029 -0.029 0.08
C -1.813 1.274 -3.846 0.013 -0.006 0.070 -0.04
C -0.380 0.784 -3.929 -0.111 -0.021 -0.069 -0.31
F 0.077 0.303 -2.740 -0.095 -0.049 -0.019 0.06
O -0.477 -0.283 -4.842 0.153 0.064 -0.170 0.12
H -2.371 0.708 -3.096 0.037 -0.023 0.024 0.14
H -1.906 2.339 -3.656 -0.016 0.022 -0.135 0.14
H 0.335 1.516 -4.303 0.059 0.012 0.122 0.16
O 2.201 -3.313 -6.066 -0.050 0.007 -0.010 0.18
C 1.948 -3.485 -4.920 -0.085 0.010 0.053 -0.53
O 1.968 -2.522 -3.973 -0.093 0.059 -0.017 0.05
C 1.476 -3.070 -2.749 -0.010 0.101 0.163 -0.04
C 1.715 -4.552 -2.956 -0.043 0.070 -0.070 -0.30
F 0.771 -5.319 -2.367 -0.077 0.030 -0.061 0.08
O 1.613 -4.677 -4.365 0.220 -0.103 -0.001 0.15
H 0.408 -2.860 -2.661 -0.024 -0.081 0.006 0.14
H 2.013 -2.643 -1.906 0.119 0.039 -0.092 0.14
H 2.699 -4.904 -2.641 -0.040 -0.054 0.075 0.18

71
Properties=species:S:1:pos:R:3:forces:R:3:lowdin_charge:R:1 method="wB97M-V/def2-TZVPD" orbital_gap_ev=10.023 molar_mass_g_mol=383.793 multiplicity=1 smiles=CCB(O)B1OBOB(CCCOC)O1.CCCCCC.CCCCCC e_tot_ha=-1188.13385
C 0.582 6.355 -2.143 0.012 -0.070 -0.003 -0.09
C -0.947 6.546 -2.354 -0.322 -0.088 -0.031 -0.15
B -1.551 6.420 -0.912 -0.207 -0.124 0.237 -0.32
O -1.849 7.572 -0.221 0.774 0.342 -0.477 0.14
B -1.824 4.845 -0.263 0.205 -0.034 -0.034 -0.35
O -3.018 4.494 0.356 0.141 0.117 0.224 0.25
B -3.282 3.167 0.601 -0.067 0.141 -0.343 -0.33
O -2.580 2.228 -0.122 0.218 -0.362 0.775 0.25
B -1.224 2.505 -0.242 -0.109 0.242 -0.454 -0.53
C -0.136 1.390 -0.135 0.050 0.036 -0.078 -0.05
C 1.019 1.800 0.797 -0.223 -0.208 -0.101 -0.17
C 1.929 0.610 1.123 0.153 0.307 -0.294 -0.24
O 2.468 0.621 2.429 -0.163 0.025 0.023 -0.19
C 3.106 1.836 2.763 0.154 -0.100 -0.020 -0.11
O -0.877 3.836 -0.407 0.051 0.022 0.122 0.27
H 1.132 7.240 -2.458 0.009 -0.006 0.026 0.07
H 0.850 6.162 -1.098 -0.017 0.055 0.010 0.07
H 0.954 5.498 -2.702 0.013 0.038 -0.038 0.08
H -1.323 5.764 -3.016 0.038 0.055 -0.078 0.10
H -1.164 7.513 -2.808 0.030 -0.001 -0.007 0.10
H -1.549 7.624 0.687 -0.562 -0.288 0.337 0.10
H -4.032 2.842 1.464 -0.208 0.011 -0.191 0.12
H -0.599 0.470 0.227 -0.009 -0.014 -0.067 0.09
H 0.266 1.179 -1.133 -0.025 -0.081 0.009 0.13
H 1.581 2.599 0.311 0.014 0.105 0.198 0.12
H 0.609 2.194 1.731 0.027 -0.014 0.014 0.12
H 1.365 -0.316 1.008 0.049 -0.050 0.219 0.11
H 2.756 0.580 0.396 -0.037 -0.044 -0.022 0.12
H 3.816 1.621 3.560 -0.021 0.016 0.011 0.09
H 3.654 2.250 1.907 0.034 -0.023 0.020 0.09
H 2.398 2.589 3.120 -0.012 0.007 -0.046 0.08
C -2.145 -2.097 0.300 0.002 -0.014 -0.028 -0.11
C -3.110 -1.383 -0.641 0.023 0.016 0.020 -0.26
C -4.299 -0.748 0.077 -0.009 0.018 0.012 -0.23
C -5.205 -1.729 0.823 0.024 -0.011 0.006 -0.23
C -5.803 -2.837 -0.043 -0.020 0.005 0.009 -0.27
C -6.694 -2.318 -1.166 0.011 -0.016 -0.013 -0.11
H -2.628 -2.927 0.820 0.002 -0.001 -0.001 0.07
H -1.291 -2.506 -0.242 0.008 0.011 0.002 0.07
H -1.763 -1.411 1.060 -0.020 -0.012 0.022 0.07
H -3.458 -2.084 -1.406 -0.011 0.010 -0.004 0.10
H -2.574 -0.593 -1.175 0.005 -0.008 -0.006 0.10
H -4.890 -0.182 -0.648 0.002 0.004 0.002 0.11
H -3.917 -0.010 0.788 -0.014 0.005 0.001 0.10
H -6.019 -1.163 1.287 -0.006 -0.008 -0.004 0.11
H -4.650 -2.185 1.648 0.006 0.007 -0.001 0.10
H -6.386 -3.503 0.599 0.004 -0.010 -0.008 0.10
H -5.003 -3.452 -0.466 0.007 0.001 0.012 0.10
H -7.519 -1.725 -0.765 0.010 0.015 -0.004 0.07
H -7.124 -3.140 -1.741 -0.007 0.000 0.006 0.07
H -6.139 -1.687 -1.863 0.000 0.000 0.001 0.06
C 3.459 -2.564 1.988 0.100 -0.002 0.047 -0.10
C 4.351 -2.239 0.796 -0.083 -0.010 -0.012 -0.26
C 3.801 -2.759 -0.532 0.017 0.012 -0.021 -0.23
C 3.646 -4.279 -0.613 -0.018 0.003 0.003 -0.23
C 4.930 -5.069 -0.362 -0.004 -0.012 -0.017 -0.27
C 6.034 -4.773 -1.371 0.012 0.000 0.018 -0.11
H 3.355 -3.640 2.141 0.016 -0.007 -0.038 0.07
H 3.868 -2.140 2.905 -0.039 0.018 0.008 0.07
H 2.462 -2.144 1.852 -0.019 -0.036 0.017 0.06
H 5.356 -2.634 0.969 0.004 -0.003 -0.024 0.10
H 4.463 -1.154 0.720 0.017 0.001 0.040 0.09
H 4.446 -2.414 -1.346 -0.002 -0.009 -0.005 0.10
H 2.822 -2.302 -0.711 0.002 0.007 0.009 0.10
H 3.260 -4.536 -1.605 0.007 -0.007 0.000 0.11
H 2.883 -4.607 0.099 -0.002 0.011 0.003 0.10
H 4.692 -6.135 -0.392 0.010 -0.002 0.009 0.10
H 5.296 -4.871 0.650 -0.013 0.000 0.005 0.10
H 5.700 -4.991 -2.388 -0.003 0.018 -0.002 0.07
H 6.920 -5.378 -1.174 -0.004 -0.006 -0.006 0.07
H 6.339 -3.726 -1.339 0.000 -0.001 0.000 0.06

16
Properties=species:S:1:pos:R:3:forces:R:3:lowdin_charge:R:1 method="wB97M-V/def2-TZVPD" orbital_gap_ev=9.887 molar_mass_g_mol=86.134 multiplicity=1 smiles="C=C[C@]1(C)CO1.[H][H]" e_tot_ha=-271.59548 relative_energy_kj_mol=412.6
C -1.475 0.558 1.171 -0.002 0.100 0.343 -0.03
C -0.442 -0.266 1.084 -1.080 -0.386 -0.017 -0.23
C 0.490 -0.172 -0.056 0.269 1.264 0.632 -0.44
C 0.091 0.365 -1.422 0.083 0.238 0.207 -0.03
C 1.879 -0.514 0.210 0.534 -0.321 -0.084 -0.13
O 1.409 0.666 0.793 0.862 0.715 -0.639 -0.05
H -1.651 1.321 0.415 -0.132 -0.261 0.096 0.07
H -2.171 0.476 1.988 -0.004 0.244 0.227 0.06
H -0.186 -0.992 1.851 -0.205 0.031 -0.014 0.13
H -0.993 0.408 -1.573 0.274 0.002 0.203 0.07
H 0.518 -0.194 -2.267 -0.023 0.031 0.476 0.09
H 0.489 1.379 -1.443 -0.062 0.134 -0.301 0.09
H 2.579 -0.234 -0.569 0.125 -0.656 -0.333 0.12
H 2.168 -1.349 0.845 -0.024 0.122 0.147 0.12
H -1.327 -1.669 -0.550 -0.528 -0.508 -0.411 0.08
H -1.770 -1.225 -0.148 -0.089 -0.750 -0.533 0.07